Entry 1:
Molecular formula: C17H20N2O2
Method: DFT, ωB97M-V/def2-TZVPD

ΔE to the lowest compared entry with this formula, charge and spin in eV: 0.384
Multiplicity: 1
HOMO-LUMO gap in eV: 7.98
Total charge: 0
LUMO level in eV: 0.637

The geometry in XYZ format:
```
41
Properties=species:S:1:pos:R:3:forces:R:3
C -1.6545 -2.3736 -2.8168 0.261 0.202 -0.046
C -0.5818 -1.3014 -3.0267 -0.337 -0.219 -0.130
N 0.4405 -1.3717 -1.9872 0.210 -0.003 -0.203
C 1.1611 -2.5883 -1.7441 -0.010 0.074 0.127
C 0.1302 -0.4788 -0.9920 -0.111 0.416 0.179
C 0.6291 -0.3983 0.2945 0.040 -0.124 -0.057
C 0.1878 0.6423 1.1182 -0.294 0.227 -0.240
N 0.7206 0.6846 2.4139 0.259 -0.299 0.076
C 0.4723 1.5731 3.4193 -0.057 0.122 0.087
O -0.2913 2.5131 3.3547 0.033 -0.015 0.035
C 1.2488 1.2768 4.6463 0.548 -0.727 0.005
C 2.1447 0.2883 4.9841 -0.552 0.526 -0.344
C 2.5425 0.5519 6.3106 -0.185 0.452 0.337
C 1.8643 1.6759 6.6830 0.638 -0.668 0.307
O 1.0897 2.1121 5.6918 -0.430 0.384 -0.311
C -0.7359 1.5710 0.6573 -0.005 0.237 0.311
C -1.2247 1.4803 -0.6425 0.153 -0.342 -0.107
C -0.7991 0.4631 -1.4581 -0.042 -0.212 -0.008
C -1.1075 0.1578 -2.9050 0.070 0.164 -0.162
C -0.2513 1.0758 -3.7891 -0.060 -0.146 0.097
C -2.5790 0.3430 -3.2614 0.237 -0.112 0.098
H -2.1230 -2.2482 -1.8428 -0.103 -0.018 0.109
H -2.4152 -2.3139 -3.5888 -0.123 -0.032 -0.068
H -1.2055 -3.3634 -2.8614 -0.002 -0.110 0.007
H -0.1074 -1.4633 -4.0023 -0.045 0.079 0.020
H 2.1134 -2.3499 -1.2683 0.046 -0.093 -0.004
H 0.6174 -3.2914 -1.0993 0.017 -0.038 -0.007
H 1.3674 -3.0732 -2.6977 0.036 -0.033 0.022
H 1.3433 -1.1188 0.6668 0.086 -0.108 0.042
H 1.3844 -0.0497 2.6107 -0.103 0.168 0.053
H 2.4868 -0.5291 4.3811 0.019 -0.134 -0.179
H 3.2335 -0.0132 6.9016 0.125 -0.064 0.172
H 1.8573 2.2335 7.5989 -0.086 0.149 0.060
H -1.0675 2.3599 1.3085 0.003 0.018 0.040
H -1.9386 2.2101 -0.9929 -0.102 0.104 -0.046
H -0.4991 2.1171 -3.5981 -0.014 0.126 0.003
H 0.8037 0.9287 -3.5704 0.140 0.005 -0.005
H -0.4263 0.8630 -4.8421 -0.001 -0.013 -0.156
H -3.2242 -0.1957 -2.5735 -0.117 -0.058 0.030
H -2.7746 0.0020 -4.2758 -0.078 -0.001 -0.130
H -2.8324 1.3988 -3.2049 -0.065 0.116 -0.013
```
Forces are in eV/Å.

---

Entry 2:
Molecular formula: C17H20N2O3S
Method: DFT, ωB97M-V/def2-TZVPD

ΔE to the lowest compared entry with this formula, charge and spin in eV: 0.973
Multiplicity: 1
HOMO-LUMO gap in eV: 9.32
Total charge: 0
LUMO level in eV: 0.455

The geometry in XYZ format:
```
43
Properties=species:S:1:pos:R:3:forces:R:3
C -3.5947 -0.0632 -2.9885 -0.231 0.093 -0.006
C -4.1362 1.3230 -3.3199 0.274 -0.010 -0.058
C -3.1228 2.4516 -3.1204 -0.256 -0.042 0.251
C -2.7873 2.7530 -1.6582 -0.125 0.253 -0.216
N -1.9255 1.7600 -1.0630 0.199 0.002 -0.185
C -2.2397 1.1019 0.0768 0.204 0.090 -0.115
O -3.2452 1.3454 0.7188 -0.173 -0.030 0.177
C -1.2600 0.0614 0.5068 0.056 -0.254 0.171
C -0.4252 -0.6276 -0.3696 -0.121 0.177 0.188
C 0.4351 -1.6023 0.0949 0.001 -0.055 0.034
C 0.4829 -1.9067 1.4536 -0.420 0.553 -0.535
N 1.3455 -2.8928 1.9147 0.822 -0.659 -0.027
S 2.9128 -3.0910 1.3344 -0.240 0.152 0.427
O 3.5133 -4.0264 2.2344 -0.050 0.196 0.213
O 2.8732 -3.3861 -0.0631 -0.106 0.334 0.004
C 3.6089 -1.4633 1.5907 -0.163 -0.606 -0.217
C 4.0669 -1.1385 2.8523 0.087 -0.006 0.202
C 4.5490 0.1384 3.0868 -0.053 -0.083 0.012
C 4.5574 1.0707 2.0604 0.002 0.029 -0.043
C 4.0969 0.7305 0.7981 -0.003 0.002 0.021
C 3.6181 -0.5476 0.5582 0.004 0.016 -0.190
C -0.3639 -1.2338 2.3332 0.166 -0.158 -0.043
C -1.2292 -0.2712 1.8588 -0.062 0.070 -0.164
H -2.6677 -0.2528 -3.5267 0.131 -0.064 -0.038
H -4.3164 -0.8229 -3.2802 -0.013 -0.132 -0.007
H -3.4105 -0.1685 -1.9236 0.030 -0.107 0.055
H -5.0158 1.5214 -2.7049 -0.093 0.052 -0.044
H -4.4540 1.3345 -4.3657 -0.078 0.017 0.034
H -3.5338 3.3644 -3.5568 0.088 0.047 -0.036
H -2.2014 2.2151 -3.6599 0.056 0.060 -0.104
H -2.2995 3.7344 -1.5969 -0.128 -0.077 0.060
H -3.6952 2.7779 -1.0514 0.102 0.093 -0.060
H -1.0633 1.5537 -1.5394 -0.021 -0.043 0.158
H -0.4642 -0.4408 -1.4331 -0.014 0.017 -0.109
H 1.0635 -2.1560 -0.5831 -0.045 -0.021 -0.128
H 1.2882 -3.0972 2.9003 0.126 -0.085 0.101
H 4.0568 -1.8942 3.6221 0.042 -0.029 0.160
H 4.9171 0.4060 4.0654 0.032 0.004 0.080
H 4.9311 2.0667 2.2446 0.031 0.083 0.012
H 4.1135 1.4584 0.0015 -0.002 0.049 -0.073
H 3.2680 -0.8507 -0.4149 -0.017 0.038 -0.143
H -0.3463 -1.4807 3.3851 0.015 0.007 0.131
H -1.9004 0.2460 2.5275 -0.058 0.026 0.052
```
Forces are in eV/Å.

---

Entry 3:
Molecular formula: C17H20N2O5PdS4
Method: DFT, ωB97M-V/def2-TZVPD

ΔE to the lowest compared entry with this formula, charge and spin in eV: 0.548
Multiplicity: 1
HOMO-LUMO gap in eV: 7.12
Total charge: 0
LUMO level in eV: -1.439

The geometry in XYZ format:
```
49
Properties=species:S:1:pos:R:3:forces:R:3
Pd 0.1873 -0.1714 -0.4312 0.742 -0.052 -0.143
C -1.0274 3.4023 -0.3559 -0.035 -0.024 -0.115
C -1.9268 2.4921 0.4839 0.054 -0.005 -0.006
S -1.7103 0.6767 0.5042 -0.028 -0.428 -0.232
C -2.9490 0.1040 -0.6958 0.016 0.040 -0.004
C -3.0310 0.8140 -2.0433 0.013 0.014 0.018
S -1.7125 0.5219 -3.2533 -0.199 0.032 -0.083
C -0.4596 1.8108 -3.0565 0.028 -0.035 0.089
C -0.8529 3.2626 -3.2306 0.013 0.048 0.050
S -1.7988 4.0349 -1.8771 -0.028 -0.044 -0.002
H -0.0687 2.9348 -0.5674 -0.029 0.003 0.000
H -0.8022 4.2741 0.2558 0.019 -0.006 -0.006
H -2.9777 2.6257 0.2194 0.004 -0.006 0.027
H -1.7960 2.7361 1.5330 -0.010 0.050 0.011
H -3.9074 0.2049 -0.1798 -0.007 -0.026 -0.013
H -2.7343 -0.9609 -0.8076 -0.010 0.024 -0.035
H -3.1957 1.8831 -1.9277 -0.018 -0.022 0.032
H -3.9164 0.4137 -2.5427 -0.009 0.020 0.003
H 0.2388 1.5373 -3.8518 0.013 0.012 0.012
H 0.0976 1.6746 -2.1300 0.009 0.016 -0.029
H -1.4865 3.3878 -4.1092 -0.003 0.006 -0.001
H 0.0536 3.8506 -3.3845 0.002 -0.012 -0.007
O 1.9459 -0.2874 -1.9137 -0.199 -0.178 0.100
S 1.3837 -1.4208 -2.6860 -0.270 -0.063 0.064
O 1.1472 -1.1513 -4.0732 0.174 0.078 0.013
N 0.0917 -1.8854 -1.8421 -0.365 0.116 -0.017
C 0.2437 -3.1545 -1.2996 0.032 0.246 0.019
O -0.5417 -3.6813 -0.5479 -0.036 -0.047 -0.027
C 1.5503 -3.7630 -1.7331 -0.070 -0.083 0.077
C 2.0286 -5.0222 -1.4242 0.031 -0.032 -0.015
C 3.2855 -5.3789 -1.8966 -0.040 0.034 0.003
C 4.0428 -4.4930 -2.6606 -0.016 0.033 -0.010
C 3.5619 -3.2270 -2.9709 0.028 -0.033 -0.002
C 2.3145 -2.8959 -2.4830 0.124 0.044 -0.013
H 1.4278 -5.6938 -0.8259 0.001 -0.004 -0.002
H 3.6860 -6.3582 -1.6699 0.000 -0.002 0.004
H 5.0187 -4.7936 -3.0182 0.001 -0.008 0.005
H 4.1389 -2.5323 -3.5657 0.004 0.000 -0.001
O 2.3514 -1.5412 0.7824 0.001 0.003 -0.033
C 2.2606 -0.4698 1.3367 0.048 -0.127 0.146
C 3.1376 0.0529 2.4569 -0.001 0.115 -0.019
C 2.5079 1.3963 2.8237 0.031 -0.064 -0.012
C 1.3182 1.5395 1.8869 0.090 0.127 -0.048
O 0.5322 2.4632 1.8850 -0.038 -0.008 0.072
N 1.2877 0.4684 1.0400 -0.008 0.271 0.126
H 4.1575 0.1414 2.0838 0.001 -0.017 0.004
H 3.1470 -0.6681 3.2723 -0.021 -0.025 -0.015
H 3.1744 2.2428 2.6621 -0.031 0.021 0.006
H 2.1515 1.4512 3.8509 -0.009 -0.001 0.008
```
Forces are in eV/Å.